Record 1
A cluster of 3 separate species, C4H12O2 in total in a non-equilibrium geometry, computed with wB97M-V/def2-TZVPD.

XYZ file:
```
18
Properties=species:S:1:pos:R:3:mulliken_charge:R:1
C -1.58 0.33 -1.24 -1.037
C -0.93 -0.37 -0.06 -0.347
C -0.76 0.13 1.18 0.132
C -0.64 -0.67 2.43 -1.107
H -1.07 1.30 -1.30 0.224
H -2.62 0.34 -0.95 0.341
H -1.26 -0.20 -2.14 0.269
H -0.82 -1.46 -0.07 0.332
H -0.77 1.22 1.15 0.288
H -0.67 -1.73 2.16 0.304
H -1.53 -0.54 3.05 0.300
H 0.27 -0.48 2.99 0.298
O 2.73 -0.96 -1.09 -0.645
H 1.94 -0.65 -0.65 0.331
H 2.41 -1.81 -1.36 0.316
O 1.42 1.94 -1.25 -0.594
H 1.65 1.41 -2.03 0.312
H 2.21 2.20 -0.82 0.283
```

Calculated values
energy relative to the best compared isomer or geometry (same formula, charge and spin): 22.6 kcal/mol
HOMO: -9.1 eV
orbital gap: 9.84 eV
LUMO: 0.7830 eV



Record 2
A structure of composition C4H10F2Li4N2O9S2 in a non-equilibrium geometry, computed with wB97M-V/def2-TZVPD.

XYZ file:
```
33
Properties=species:S:1:pos:R:3:mulliken_spin:R:1
Li -18.28 17.90 0.72 0.000
Li -20.05 14.93 4.33 0.000
Li -19.65 15.61 1.27 0.000
Li -16.30 18.54 2.89 0.000
N -17.96 15.98 0.40 0.000
S -16.74 15.44 1.57 -0.001
O -16.14 16.58 2.31 0.003
O -15.99 14.17 1.38 0.000
F -17.88 14.94 2.61 0.000
S -17.26 15.42 -0.83 0.000
O -17.76 14.15 -1.31 0.000
O -15.89 15.74 -1.10 0.000
F -17.91 16.47 -1.88 0.000
N -19.11 17.61 3.55 0.000
O -18.00 18.09 3.92 0.000
O -19.54 17.60 2.38 0.000
O -19.74 16.87 4.25 0.000
C -16.83 20.93 4.96 -0.001
O -15.99 20.02 4.32 0.020
C -14.58 20.39 4.25 -0.002
C -13.78 19.14 4.02 0.052
O -14.13 18.49 2.74 0.706
C -13.30 17.33 2.49 0.028
H -16.33 21.90 4.87 0.000
H -17.09 20.59 5.97 0.001
H -17.80 21.08 4.49 0.003
H -14.24 20.73 5.23 0.002
H -14.44 21.07 3.41 0.005
H -13.71 18.49 4.89 0.031
H -12.77 19.43 3.74 0.061
H -13.46 16.64 3.33 0.044
H -12.25 17.56 2.34 0.042
H -13.68 16.75 1.65 0.007
```

Calculated values
HOMO (alpha / beta): -19.9 / -19.9 eV
net charge: +3
orbital gap (alpha / beta): 9.41 / 4.31 eV
spin multiplicity: 2
LUMO (alpha / beta): -10.5258 / -15.6219 eV



Record 3
A cluster of 13 separate species, C72H130N4O22 in total in a non-equilibrium geometry, computed with wB97M-V/def2-TZVPD.

XYZ file:
```
228
Properties=species:S:1:pos:R:3:mulliken_charge:R:1
C -3.93 15.37 2.17 -1.813
C -3.33 13.98 2.52 1.360
C -2.28 13.53 1.43 -1.079
C -0.88 14.11 1.63 -0.829
C -0.44 14.00 3.06 -1.190
C -1.49 14.42 4.14 1.489
N -2.86 13.96 3.85 0.544
O -3.81 14.22 4.81 -0.474
C -0.99 13.74 5.47 -1.985
C -1.44 15.99 4.31 -1.688
C -4.42 12.87 2.36 -1.826
H -4.51 15.29 1.24 0.486
H -3.19 16.15 1.98 0.330
H -4.69 15.73 2.86 0.339
H -2.18 12.45 1.32 0.445
H -2.60 13.90 0.45 0.392
H -0.89 15.12 1.22 0.349
H -0.21 13.55 0.98 0.364
H 0.39 14.70 3.19 0.405
H 0.05 13.04 3.22 0.457
H -1.64 14.08 6.28 0.435
H -0.96 12.65 5.48 0.440
H 0.06 13.96 5.68 0.415
H -2.35 16.44 4.71 0.330
H -0.59 16.35 4.90 0.433
H -1.34 16.48 3.34 0.354
H -5.18 12.85 3.14 0.377
H -3.91 11.93 2.56 0.443
H -4.86 12.79 1.36 0.352
H -4.05 13.34 5.11 0.346
C -3.02 3.13 19.21 -1.616
C -1.80 4.12 19.06 1.510
C -1.14 4.45 20.44 -1.021
C -0.27 3.36 21.03 -0.895
C 0.77 2.87 20.00 -1.152
C 0.17 2.47 18.65 1.240
N -0.81 3.47 18.16 0.380
O -1.21 3.19 16.94 -0.463
C 1.33 2.46 17.70 -1.943
C -0.36 0.98 18.71 -1.565
C -2.29 5.44 18.49 -2.139
H -2.76 2.18 19.68 0.295
H -3.61 2.89 18.33 0.317
H -3.80 3.62 19.79 0.466
H -0.51 5.34 20.41 0.385
H -1.95 4.58 21.15 0.455
H -0.96 2.55 21.24 0.322
H 0.25 3.61 21.96 0.389
H 1.25 2.09 20.60 0.442
H 1.58 3.60 20.07 0.449
H 1.13 1.90 16.78 0.363
H 1.80 3.40 17.43 0.452
H 2.22 1.92 18.03 0.432
H -1.04 0.84 19.55 0.351
H -0.69 0.53 17.77 0.335
H 0.56 0.45 18.97 0.446
H -2.94 5.95 19.20 0.402
H -2.89 5.28 17.59 0.515
H -1.47 6.11 18.24 0.448
H -1.17 4.09 16.60 0.401
C -15.20 7.23 16.80 -1.619
C -14.43 5.86 16.72 1.267
C -14.43 5.42 15.15 -1.133
C -13.30 5.91 14.25 -0.664
C -11.94 5.82 15.04 -1.254
C -11.93 6.48 16.43 1.626
N -13.05 5.96 17.29 0.335
O -13.06 6.40 18.65 -0.502
C -10.59 6.16 17.19 -1.966
C -11.95 8.05 16.14 -1.718
C -15.18 4.75 17.44 -1.755
H -16.16 7.03 16.33 0.450
H -14.81 8.07 16.21 0.314
H -15.30 7.59 17.82 0.367
H -14.34 4.34 15.13 0.406
H -15.42 5.62 14.75 0.443
H -13.43 6.95 13.95 0.312
H -13.20 5.29 13.35 0.378
H -11.21 6.34 14.41 0.399
H -11.56 4.80 15.09 0.424
H -10.41 6.83 18.03 0.391
H -10.58 5.11 17.50 0.468
H -9.75 6.23 16.51 0.420
H -12.69 8.29 15.37 0.331
H -12.20 8.54 17.08 0.374
H -11.02 8.45 15.73 0.419
H -14.68 3.83 17.16 0.441
H -16.21 4.75 17.10 0.359
H -15.16 4.83 18.53 0.362
H -12.61 5.74 19.18 0.328
C -3.92 -1.11 10.83 -2.041
C -2.98 -1.00 9.62 1.275
C -3.86 -0.51 8.41 -1.134
C -3.04 -0.18 7.22 -0.672
C -2.11 0.93 7.54 -0.914
C -1.23 0.65 8.75 1.400
N -2.06 0.07 9.87 0.404
O -1.31 -0.07 11.10 -0.478
C -0.05 -0.24 8.20 -1.760
C -0.66 1.99 9.29 -1.906
C -2.38 -2.45 9.43 -1.509
H -4.76 -1.76 10.57 0.452
H -4.37 -0.16 11.10 0.435
H -3.45 -1.52 11.72 0.396
H -4.57 -1.24 8.02 0.471
H -4.49 0.35 8.58 0.411
H -3.61 0.09 6.34 0.374
H -2.54 -1.13 7.00 0.308
H -2.53 1.93 7.68 0.347
H -1.47 0.93 6.66 0.309
H 0.74 -0.42 8.93 0.387
H -0.36 -1.19 7.76 0.316
H 0.51 0.26 7.40 0.464
H -0.11 1.91 10.22 0.382
H 0.02 2.39 8.54 0.376
H -1.53 2.60 9.54 0.479
H -1.75 -2.54 8.54 0.273
H -3.15 -3.21 9.55 0.402
H -1.78 -2.54 10.33 0.412
H -1.66 0.68 11.59 0.343
O -4.38 11.65 18.21 -0.570
C -4.80 11.98 19.25 0.533
O -3.93 12.29 20.23 -0.353
C -4.59 12.66 21.42 -0.384
C -5.93 13.13 20.88 -0.584
C -6.21 12.14 19.78 -0.345
H -4.16 13.48 21.99 0.285
H -4.60 11.73 21.99 0.280
H -5.98 14.17 20.55 0.306
H -6.67 13.06 21.68 0.303
H -6.93 12.62 19.10 0.258
H -6.59 11.20 20.17 0.270
O 2.13 8.48 5.35 -0.567
C 1.10 8.01 4.96 0.518
O 0.84 7.67 3.65 -0.380
C -0.41 6.97 3.47 -0.416
C -1.22 7.39 4.68 -0.457
C -0.11 7.58 5.75 -0.355
H -0.20 5.91 3.52 0.259
H -0.96 7.12 2.55 0.350
H -1.94 6.59 4.86 0.309
H -1.78 8.31 4.46 0.225
H 0.13 6.67 6.29 0.233
H -0.40 8.35 6.46 0.279
O 0.28 7.82 13.54 -0.636
C 0.45 9.03 13.30 0.487
O 0.07 9.70 12.21 -0.344
C 0.51 11.06 12.22 -0.337
C 0.88 11.36 13.66 -0.496
C 1.02 10.01 14.31 -0.258
H -0.16 11.79 11.77 0.317
H 1.42 11.08 11.63 0.261
H 0.17 11.88 14.31 0.223
H 1.82 11.91 13.74 0.292
H 0.31 9.94 15.14 0.206
H 2.03 9.71 14.58 0.284
O -5.55 9.28 8.74 -0.627
C -5.79 8.57 9.70 0.557
O -5.71 9.03 10.96 -0.358
C -5.81 8.00 11.93 -0.333
C -5.69 6.73 11.13 -0.530
C -5.97 7.06 9.69 -0.310
H -6.81 8.06 12.37 0.206
H -5.09 8.13 12.74 0.310
H -6.24 5.89 11.56 0.382
H -4.67 6.37 11.24 0.223
H -6.96 6.82 9.30 0.239
H -5.31 6.70 8.90 0.241
O -11.92 7.74 7.46 -0.630
C -12.95 7.10 7.52 0.540
O -13.95 7.52 8.32 -0.355
C -15.16 6.76 8.18 -0.308
C -14.90 5.76 7.06 -0.541
C -13.40 5.84 6.80 -0.267
H -15.98 7.42 7.89 0.257
H -15.38 6.19 9.08 0.258
H -15.42 6.03 6.14 0.230
H -15.37 4.82 7.35 0.347
H -13.10 6.02 5.76 0.280
H -12.90 4.97 7.22 0.186
O -9.73 1.79 9.78 -0.616
C -10.44 0.84 10.17 0.455
O -10.26 0.16 11.36 -0.334
C -11.24 -0.88 11.56 -0.357
C -11.76 -1.03 10.14 -0.613
C -11.72 0.39 9.58 -0.255
H -12.06 -0.67 12.24 0.250
H -10.87 -1.83 11.97 0.315
H -12.75 -1.49 10.06 0.348
H -11.11 -1.72 9.61 0.292
H -12.46 1.03 10.06 0.247
H -11.69 0.32 8.49 0.266
O -5.70 4.30 1.09 -0.577
C -6.43 4.89 1.89 0.529
O -6.67 6.27 1.80 -0.347
C -7.52 6.73 2.89 -0.358
C -8.22 5.50 3.32 -0.427
C -7.21 4.31 3.10 -0.454
H -8.20 7.48 2.49 0.280
H -6.90 7.19 3.66 0.237
H -9.13 5.37 2.74 0.258
H -8.50 5.60 4.37 0.321
H -7.67 3.34 2.92 0.289
H -6.55 4.10 3.94 0.249
O -1.50 17.49 11.42 -0.606
C -2.44 16.72 11.58 0.543
O -2.50 15.88 12.64 -0.351
C -3.76 15.12 12.70 -0.346
C -4.25 15.19 11.34 -0.426
C -3.77 16.61 10.87 -0.448
H -4.36 15.42 13.56 0.271
H -3.29 14.15 12.88 0.222
H -5.32 15.12 11.16 0.315
H -3.78 14.33 10.85 0.230
H -4.45 17.35 11.29 0.240
H -3.80 16.84 9.80 0.357
O -14.00 12.89 7.01 -0.594
C -12.81 13.18 7.19 0.558
O -11.83 13.08 6.25 -0.351
C -10.51 13.35 6.76 -0.324
C -10.87 14.17 8.01 -0.621
C -12.22 13.61 8.55 -0.372
H -9.90 13.88 6.02 0.297
H -9.96 12.45 7.02 0.225
H -10.92 15.21 7.69 0.269
H -10.04 14.28 8.72 0.387
H -12.88 14.36 8.98 0.266
H -12.00 12.79 9.23 0.260
```

Calculated values
energy relative to the best compared isomer or geometry (same formula, charge and spin): 62.4 kcal/mol
HOMO: -7.5 eV
orbital gap: 7.38 eV
LUMO: -0.1151 eV



Record 4
The molecule C12H21N5O3 in a non-equilibrium geometry, computed with wB97M-V/def2-TZVPD.

XYZ file:
```
41
Properties=species:S:1:pos:R:3:mulliken_charge:R:1
N -2.54 3.46 -2.54 -0.626
C -1.52 2.54 -2.99 -1.005
C -0.45 2.12 -1.94 -0.421
C -1.04 1.29 -0.78 -0.483
C -1.08 -0.18 -1.04 -0.509
C -1.74 -1.03 0.14 -0.243
N -1.46 -0.72 1.47 -0.125
C -0.28 -0.54 2.13 0.061
O -0.39 0.33 2.95 -0.696
C 0.97 -1.45 1.95 0.226
N 1.00 -2.09 0.72 -0.340
C 2.23 -0.43 2.02 -1.047
C 2.44 0.36 0.78 0.883
C 2.51 1.68 0.80 -0.850
N 2.85 2.05 -0.45 -0.003
C 2.89 0.86 -1.20 -0.522
N 2.84 -0.14 -0.41 -0.541
C -1.76 -2.54 -0.23 0.294
O -1.54 -2.98 -1.33 -0.572
O -2.54 -3.27 0.62 -0.512
H -1.98 4.07 -1.96 0.311
H -3.19 2.90 -1.88 0.307
H -2.01 1.61 -3.31 0.348
H -1.09 2.93 -3.87 0.416
H 0.45 1.62 -2.23 0.298
H -0.20 3.06 -1.28 0.155
H -0.41 1.47 0.04 0.169
H -2.05 1.62 -0.42 0.368
H -1.67 -0.30 -1.91 0.486
H -0.09 -0.62 -1.25 0.196
H -2.81 -0.78 0.05 0.718
H -2.07 -0.06 1.90 0.241
H 1.18 -2.22 2.81 0.380
H 1.55 -1.65 0.04 0.232
H 1.04 -3.06 0.74 0.237
H 1.97 0.31 2.80 0.275
H 3.06 -1.03 2.28 0.414
H 2.34 2.43 1.56 0.437
H 3.24 2.99 -0.54 0.259
H 3.24 0.96 -2.24 0.422
H -2.56 -2.89 1.47 0.364
```

Calculated values
energy relative to the best compared isomer or geometry (same formula, charge and spin): 71.4 kcal/mol
HOMO: -8.8 eV
orbital gap: 9.27 eV
LUMO: 0.5097 eV



Record 5
A structure of composition C36H28Cl2FMnN8O5S, computed with wB97M-V/def2-TZVPD.

XYZ file:
```
82
Properties=species:S:1:pos:R:3:mulliken_spin:R:1
Mn 0.04 -0.27 -0.38 0.999
Cl 3.11 5.37 1.96 0.000
C 2.81 3.70 1.59 0.001
C 1.49 3.31 1.33 -0.001
C 1.22 1.98 1.02 0.015
N -0.01 1.41 0.77 -0.011
C -1.15 1.88 1.25 0.009
O -1.45 2.98 1.72 -0.002
C -2.16 0.74 1.36 -0.001
C -3.48 1.00 1.70 -0.004
C -4.32 -0.06 1.94 0.001
C -3.81 -1.36 1.87 -0.001
C -2.48 -1.52 1.52 -0.001
N -1.67 -0.50 1.25 0.007
C 2.27 1.03 0.98 -0.009
C 3.57 1.43 1.26 -0.002
C 3.83 2.77 1.55 0.000
Cl 5.48 3.24 1.87 0.000
N 1.86 -0.24 0.57 0.001
C 2.67 -1.29 0.60 0.002
O 3.79 -1.43 1.11 0.001
C 2.14 -2.42 -0.27 -0.006
C 3.01 -3.46 -0.59 -0.003
C 2.62 -4.38 -1.54 0.000
C 1.38 -4.23 -2.15 0.000
C 0.56 -3.19 -1.74 -0.002
N 0.92 -2.31 -0.81 0.000
H 0.69 4.02 1.38 0.000
H -3.79 2.03 1.77 0.000
H -5.36 0.10 2.19 0.000
H -4.42 -2.22 2.08 0.000
H -2.05 -2.51 1.44 -0.001
H 4.37 0.71 1.27 0.000
H 3.97 -3.48 -0.10 0.000
H 3.28 -5.19 -1.83 0.000
H 1.04 -4.91 -2.92 0.000
H -0.41 -3.05 -2.17 -0.002
C 1.45 4.10 -6.71 0.000
C 2.54 4.08 -5.65 0.000
C 3.90 3.86 -6.31 0.000
C 5.00 3.76 -5.27 0.001
C 4.69 2.65 -4.32 0.000
C 5.69 1.92 -3.71 -0.001
C 5.37 0.91 -2.80 0.000
F 6.39 0.24 -2.23 0.000
C 4.08 0.61 -2.48 0.001
C 3.05 1.33 -3.11 -0.003
C 1.66 1.04 -2.71 -0.002
O 1.45 0.08 -1.95 0.000
C 0.67 1.92 -3.24 -0.004
C 1.04 2.82 -4.18 -0.002
N 2.30 3.04 -4.62 -0.002
C 3.35 2.34 -4.03 0.000
C -0.79 1.86 -2.85 0.007
O -1.62 2.34 -3.63 0.001
O -1.03 1.29 -1.74 0.006
H 1.76 4.75 -7.52 0.000
H 0.50 4.47 -6.34 0.000
H 1.29 3.10 -7.11 0.000
H 2.57 5.05 -5.14 0.000
H 4.07 4.68 -7.00 0.000
H 3.86 2.94 -6.90 0.000
H 5.06 4.71 -4.72 0.000
H 5.97 3.60 -5.74 0.000
H 6.73 2.14 -3.91 0.000
H 3.83 -0.15 -1.75 0.000
H 0.25 3.42 -4.62 0.000
C -2.96 -5.58 -2.36 0.000
C -3.87 -4.72 -1.50 0.000
C -3.52 -3.27 -1.59 -0.001
N -2.38 -2.79 -1.26 0.000
N -2.24 -1.43 -1.45 0.007
C -3.35 -0.90 -1.90 0.001
N -3.56 0.42 -2.05 0.000
S -4.62 -2.06 -2.17 0.001
H -3.20 -6.64 -2.26 0.000
H -1.92 -5.44 -2.06 0.000
H -3.04 -5.31 -3.42 0.000
H -3.80 -5.03 -0.45 0.000
H -4.92 -4.86 -1.79 0.000
H -2.72 1.01 -1.92 0.001
H -4.24 0.72 -2.73 0.000
```

Calculated values
energy relative to the best compared isomer or geometry (same formula, charge and spin): 24.7 kcal/mol
HOMO (alpha / beta): -4.0 / -3.8 eV
net charge: -1
orbital gap (alpha / beta): 6.07 / 5.94 eV
spin multiplicity: 2
LUMO (alpha / beta): 2.1162 / 2.1159 eV



Record 6
A structure of composition C19H19IN2O2Pd in a non-equilibrium geometry, computed with wB97M-V/def2-TZVPD.

XYZ file:
```
44
Properties=species:S:1:pos:R:3:mulliken_charge:R:1
C 1.50 3.56 -0.79 -1.463
C 2.94 1.49 -0.87 -0.994
H 2.37 3.79 -1.52 0.379
H 1.70 3.72 0.23 0.273
H 0.53 3.85 -1.15 0.364
H 3.12 0.72 -1.72 0.258
H 3.59 2.53 -1.07 0.302
H 3.18 1.12 0.16 0.042
C -1.84 2.30 -1.67 -0.203
C -3.11 2.05 -2.23 -0.832
C -3.36 0.86 -2.89 -0.488
C -2.36 -0.09 -2.90 -0.670
H -1.66 3.19 -1.07 0.387
H -3.85 2.83 -2.13 0.327
H -4.29 0.67 -3.37 0.438
H -2.49 -1.07 -3.35 0.225
N -0.85 1.40 -1.78 0.206
C -1.11 0.18 -2.32 0.524
C -0.04 -0.82 -2.26 0.680
N 1.10 -0.43 -1.66 0.248
C 2.02 -1.35 -1.32 -0.277
C 0.87 -3.05 -2.58 -0.562
C 1.96 -2.65 -1.81 -0.812
H 2.84 -1.03 -0.68 0.509
H 2.79 -3.32 -1.58 0.311
C -0.17 -2.14 -2.77 -0.671
H -1.09 -2.39 -3.30 0.270
H 0.80 -4.03 -3.01 0.418
Pd 1.13 1.75 -1.16 0.327
I -0.63 2.58 1.62 -0.810
O 1.31 -0.10 1.18 -0.521
C 0.12 -0.57 1.35 0.193
O -0.81 -0.90 0.58 -0.676
C -0.17 -0.87 2.84 0.363
C 0.74 -0.67 3.90 -0.120
C 0.40 -1.09 5.19 -0.477
C -0.85 -1.69 5.44 -0.282
C -1.76 -1.86 4.40 -0.464
C -1.43 -1.43 3.11 -0.381
H 1.69 -0.19 3.68 0.337
H 1.11 -0.96 6.01 0.327
H -1.10 -2.03 6.44 0.318
H -2.74 -2.32 4.55 0.329
H -2.12 -1.52 2.27 0.349
```

Calculated values
HOMO: 0.2 eV
net charge: -2
orbital gap: 4.64 eV
LUMO: 4.8166 eV



Record 7
The ion C6H12N4O2 with charge +2 in a non-equilibrium geometry, computed with wB97M-V/def2-TZVPD.

XYZ file:
```
24
Properties=species:S:1:pos:R:3:mulliken_charge:R:1
N -3.97 -0.48 0.04 -0.330
C -3.28 0.65 -0.10 -0.439
C -1.93 0.82 -0.06 0.465
O -1.27 2.01 -0.13 -0.538
C -0.93 -0.37 0.31 0.176
O -1.35 -1.58 -0.24 -0.599
C 0.63 -0.35 0.19 0.028
N 1.34 -1.45 0.02 -0.018
C 2.75 -1.14 -0.08 -0.483
C 2.74 0.36 0.04 0.505
N 3.77 1.15 -0.04 -0.290
N 1.45 0.73 0.21 0.002
H -4.98 -0.45 0.00 0.222
H -3.53 -1.36 0.28 0.187
H -3.87 1.54 -0.32 0.285
H -1.88 2.75 -0.13 0.346
H -1.07 -0.48 1.41 0.284
H -1.56 -1.48 -1.18 0.399
H 0.94 -2.38 -0.04 0.262
H 3.33 -1.63 0.71 0.386
H 3.17 -1.48 -1.04 0.388
H 4.71 0.79 -0.19 0.276
H 3.69 2.16 0.05 0.262
H 1.09 1.68 0.29 0.224
```

Calculated values
energy relative to the best compared isomer or geometry (same formula, charge and spin): 0.0 kcal/mol
HOMO: -13.8 eV
net charge: +2
orbital gap: 4.79 eV
LUMO: -8.9683 eV